No. 1
62
Properties=species:S:1:pos:R:3:mulliken_charge:R:1 method="wB97M-V/def2-TZVPD" e_homo_ev="-14.42 / -14.70" charge=+2 lumo_ha="-0.26267 / -0.30873" homo_lumo_gap_ev="7.2721 / 6.2998" multiplicity=5
Pd -0.99193 0.18081 -0.29388 0.599
C 2.03555 -3.75376 1.27927 -0.173
C 2.68985 -2.43340 1.08061 -1.580
C 1.80620 -1.30308 0.71803 0.640
C 1.17354 -0.51650 1.87850 0.680
C 0.82969 -1.14504 3.04368 -0.881
C 0.94476 -2.62607 3.26394 -0.193
N 0.68300 0.67546 1.49001 0.088
C 0.19691 1.58293 2.39477 -0.322
C 0.87837 1.91150 3.57918 -0.287
C 0.35494 2.84489 4.44645 -0.683
C -0.87085 3.46070 4.17361 -0.757
C -1.55120 3.17368 3.00977 -0.487
C -1.01868 2.25629 2.09799 0.323
N -1.61405 1.96038 0.87986 1.101
N -2.68017 2.51850 0.57078 -0.678
C -3.19419 2.22563 -0.68142 0.126
C -4.16734 3.05349 -1.22332 -0.450
C -4.62523 2.77960 -2.50280 -0.370
C -4.14135 1.66836 -3.17280 -0.874
C -3.19152 0.86663 -2.54793 -0.304
N -2.72117 1.15467 -1.34567 0.243
H 2.63353 -4.47271 1.83582 0.593
H 3.75611 -2.30834 1.18037 0.444
H 2.31347 -0.58691 0.07200 0.514
H 0.31321 -0.58075 3.80774 0.539
H 0.24820 -2.95545 4.03485 0.570
H 1.83871 1.44998 3.77088 0.558
H 0.90324 3.10518 5.34167 0.445
H -1.28317 4.16814 4.87979 0.430
H -2.49652 3.64259 2.77610 0.518
H -4.52917 3.89336 -0.64717 0.523
H -5.35702 3.42329 -2.97119 0.430
H -4.48730 1.41854 -4.16543 0.458
H -2.80612 -0.02905 -3.01690 0.497
F -1.35370 -2.87815 -3.86299 -0.217
C -0.93365 -3.62619 -2.84714 0.722
F 0.33465 -3.32527 -2.57387 -0.200
F -1.04760 -4.89810 -3.14026 -0.191
S -1.98124 -3.16088 -1.37667 0.908
O -1.98128 -1.70348 -1.40563 -0.367
O -3.21369 -3.83944 -1.45030 -0.587
N -1.04519 -3.67009 -0.15772 -0.554
S -0.41850 -2.63894 0.75457 0.986
O -1.29869 -1.67175 1.36897 -0.525
O 0.67246 -1.80048 -0.08545 -0.085
C 0.70370 -3.49449 2.00098 0.368
F 1.75754 -4.34661 0.04947 -0.292
F 2.21434 -2.93932 3.73352 -0.331
F 0.05112 -4.63288 2.31385 -0.365
S 0.23153 0.26285 -2.51488 -0.177
C 1.79168 0.94176 -2.57025 0.078
N 2.26520 1.91076 -1.78521 0.030
C 3.58822 2.37663 -2.22350 -0.503
C 3.96279 1.33687 -3.30015 -0.467
N 2.71880 0.57422 -3.44234 -0.100
H 1.67819 2.44311 -1.16810 0.142
H 4.29267 2.38286 -1.39483 0.298
H 3.52484 3.38309 -2.63516 0.335
H 4.76867 0.67899 -2.97554 0.298
H 4.25188 1.80106 -4.23997 0.319
H 2.59298 -0.16966 -4.10854 0.192

No. 2
48
Properties=species:S:1:pos:R:3:mulliken_charge:R:1 method="wB97M-V/def2-TZVPD" smiles="Cc1nc2ccccc2c2oc(C(=O)N3CCN(C(=O)c4ccco4)CC3)cc12" e_homo_ev=-8.31 lumo_ha=0.01088 homo_lumo_gap_ev=8.6041
C -2.82590 3.63499 -0.91726 -1.400
C -2.98898 2.20153 -0.53767 0.414
N -4.09781 1.82723 0.02720 -0.696
C -4.29595 0.53757 0.39881 -0.305
C -5.51639 0.20374 1.01089 -0.291
C -5.76695 -1.08384 1.40970 -0.624
C -4.81483 -2.09172 1.21702 -0.566
C -3.61365 -1.80502 0.62227 -0.732
C -3.33521 -0.49533 0.20417 0.457
C -2.14299 -0.06860 -0.41695 0.667
O -1.07034 -0.81209 -0.73438 -0.399
C -0.16610 0.03106 -1.31229 1.129
C 1.18674 -0.34609 -1.73909 0.080
O 1.89674 0.50414 -2.25565 -0.731
N 1.64018 -1.62969 -1.58372 -0.015
C 3.07781 -1.80620 -1.59850 -1.057
C 3.57181 -1.97752 -0.13424 -0.583
N 2.52717 -1.55714 0.77435 0.041
C 2.30278 -0.25092 1.11962 0.910
O 1.21770 0.13796 1.50969 -0.639
C 3.47005 0.65885 1.09113 0.034
C 4.76766 0.52462 1.52029 -0.528
C 5.36583 1.79295 1.36154 -0.430
C 4.39096 2.60051 0.85463 -0.598
O 3.24913 1.92877 0.70464 -0.279
C 1.36271 -2.42141 0.69925 -0.932
C 1.00680 -2.65548 -0.78884 -0.680
C -0.65825 1.30839 -1.37082 -1.450
C -1.95042 1.26388 -0.79204 1.109
H -2.64875 3.72088 -1.98818 0.349
H -3.72104 4.18813 -0.65030 0.357
H -1.96700 4.05837 -0.39931 0.340
H -6.24031 0.99003 1.15543 0.465
H -6.70786 -1.32993 1.87977 0.379
H -5.03242 -3.09888 1.54075 0.410
H -2.86846 -2.57211 0.46874 0.430
H 3.50868 -0.91422 -2.05598 0.471
H 3.33310 -2.68104 -2.20241 0.333
H 3.78860 -3.02763 0.08175 0.400
H 4.47370 -1.39360 0.02700 0.318
H 5.22610 -0.35387 1.92820 0.601
H 6.37554 2.06231 1.59374 0.458
H 4.39724 3.63311 0.56667 0.481
H 0.54966 -1.91289 1.21977 0.501
H 1.58316 -3.36617 1.20400 0.410
H 1.40569 -3.61451 -1.13380 0.393
H -0.06857 -2.65796 -0.94243 0.366
H -0.13818 2.15338 -1.77116 0.634

No. 3
52
Properties=species:S:1:pos:R:3:mulliken_charge:R:1 method="wB97M-V/def2-TZVPD" e_homo_ev="-10.56 / -10.60" charge=+1 lumo_ha="-0.11262 / -0.11236" homo_lumo_gap_ev="7.4989 / 7.5421" multiplicity=3
Ni -0.84447 -0.11404 0.03310 -0.237
C -2.82216 -0.23474 3.91322 -0.974
C -1.77463 -0.16924 4.83057 -0.414
C -0.52542 0.14367 4.36776 -0.488
C -0.30648 0.36889 2.99857 0.350
N -1.30303 0.23759 2.09939 0.112
C -2.53538 -0.03258 2.58829 0.027
N 0.97710 0.77866 2.69591 -0.534
C 1.41244 1.04458 1.52227 0.016
N 0.79405 0.90550 0.29231 0.074
C 1.67177 1.29814 -0.67615 0.142
N 1.53169 1.32794 -1.96131 -0.545
C 0.40237 0.94210 -2.63196 0.441
C 0.39335 1.29499 -3.99909 -0.619
C -0.64064 0.92864 -4.81180 -0.428
C -1.68198 0.17064 -4.26556 -0.875
C -1.62060 -0.14481 -2.93734 -0.299
N -0.62182 0.23479 -2.09512 -0.045
C 2.93697 1.73746 -0.04685 0.254
C 4.10575 2.23058 -0.59254 -0.166
C 5.12561 2.55722 0.29433 -0.640
C 4.96403 2.39650 1.67161 -0.637
C 3.77915 1.90274 2.20633 -0.177
C 2.77781 1.57760 1.31328 0.314
H -3.83804 -0.43906 4.21786 0.436
H -1.94479 -0.34007 5.88510 0.435
H 0.32402 0.25151 5.02524 0.488
H -3.33390 -0.07127 1.86562 0.358
H 1.24047 1.85947 -4.35918 0.528
H -0.64275 1.20703 -5.85731 0.415
H -2.51605 -0.17172 -4.86017 0.464
H -2.39325 -0.75399 -2.49898 0.457
H 4.21501 2.35536 -1.66109 0.544
H 6.06053 2.94660 -0.08591 0.412
H 5.77808 2.66473 2.33171 0.414
H 3.64039 1.77835 3.27138 0.546
S -4.90482 -2.21673 -0.18062 -0.070
C -5.08058 -0.54827 -0.50140 -0.114
C -3.86490 0.04682 -0.51583 -1.047
N -2.80658 -0.80177 -0.26760 1.053
C -3.22742 -2.02392 -0.07105 -0.512
H -6.04417 -0.09629 -0.66485 0.464
H -3.67544 1.09339 -0.70325 0.396
H -2.55519 -2.83690 0.16054 0.280
N 0.91751 -2.48445 -1.85319 -0.279
C 0.92490 -2.97497 -0.61484 0.846
N 1.62153 -4.09296 -0.39323 -0.412
S 0.08534 -2.26176 0.68243 -0.424
H 1.53625 -2.85299 -2.55807 0.246
H 0.51788 -1.57292 -2.01545 0.007
H 2.13798 -4.56047 -1.11886 0.196
H 1.63250 -4.48558 0.53178 0.226

No. 4
51
Properties=species:S:1:pos:R:3:mulliken_charge:R:1 method="wB97M-V/def2-TZVPD" smiles="CC(C)Oc1ccc(C(=O)Nc2ccc(Cl)c(S(=O)(=O)Nc3ccc(Cl)cc3)c2)cc1" e_homo_ev=-8.54 lumo_ha=0.00581 homo_lumo_gap_ev=8.6931
C 4.42365 4.80952 -0.88209 -1.605
C 4.04052 3.60984 -0.02158 0.596
C 2.68338 3.81253 0.64885 -0.919
O 3.99875 2.49079 -0.90408 -0.468
C 3.98933 1.23329 -0.42361 0.970
C 4.26838 0.85266 0.88852 -0.140
C 4.23667 -0.48132 1.24605 -0.817
C 3.88372 -1.45847 0.32373 -0.384
C 3.73494 -2.87187 0.74445 0.025
O 4.56787 -3.51650 1.33876 -0.645
N 2.54345 -3.47009 0.36620 -0.062
C 1.38761 -2.85347 -0.08668 -0.368
C 0.52740 -3.51431 -0.96744 -0.618
C -0.59880 -2.88613 -1.46318 -0.751
C -0.88843 -1.57526 -1.09946 0.512
Cl -2.25596 -0.77060 -1.75360 -0.129
C -0.06196 -0.93109 -0.19335 0.109
S -0.31567 0.76464 0.35854 1.236
O 0.80037 1.10533 1.18788 -0.705
O -0.64184 1.61344 -0.73852 -0.685
N -1.61519 0.67254 1.40990 -0.178
C -2.96168 0.59394 1.05057 0.386
C -3.47927 1.45763 0.08809 -0.179
C -4.81421 1.38866 -0.25955 -0.657
C -5.64212 0.46798 0.36503 0.368
Cl -7.31264 0.38594 -0.06655 -0.222
C -5.14366 -0.38518 1.33585 -0.792
C -3.80444 -0.32357 1.67244 -0.508
C 1.04101 -1.56774 0.33082 -0.392
C 3.63938 -1.08388 -0.99824 0.107
C 3.70855 0.23746 -1.36766 -0.663
H 4.46988 5.70568 -0.27020 0.408
H 3.68299 4.94880 -1.66462 0.360
H 5.39235 4.64505 -1.34688 0.396
H 4.82084 3.45400 0.73684 0.199
H 2.74625 4.61016 1.38427 0.414
H 1.94120 4.07655 -0.10061 0.314
H 2.34713 2.89986 1.13598 0.102
H 4.50296 1.58543 1.64323 0.294
H 4.45214 -0.77172 2.26360 0.414
H 2.53412 -4.48017 0.44028 0.257
H 0.75360 -4.52391 -1.27646 0.447
H -1.25223 -3.39825 -2.15067 0.445
H -1.36006 0.15425 2.23634 0.302
H -2.82084 2.16186 -0.39263 0.449
H -5.21436 2.05181 -1.01005 0.412
H -5.79545 -1.09559 1.81925 0.399
H -3.40913 -0.98822 2.42708 0.347
H 1.63026 -1.02725 1.05132 0.730
H 3.40330 -1.83586 -1.73725 0.437
H 3.52769 0.54066 -2.38653 0.451

Relative energy (zero: lowest compared OMol25 entry of this formula, charge and spin) across the listed records, respectively: 3.4403, 1.5731, 0.1602, 0.0648 eV.
Energy across the listed records, respectively: -3454.88678, -1314.99060, -3592.43014, -2579.40784 a.u..